1.
Below is C24H28NO3PtSi as an isolated structure at a distorted geometry, with properties calculated with ωB97M-V with the def2-TZVPD basis set.

E in eV: -44100.657
Energy relative to the best compared isomer or geometry (same formula, charge and spin) in kJ/mol: 100.9
Net charge: -1
2S+1: 3
LUMO (alpha / beta) in eV: 2.90 / 1.54

Element x y z (Å)
Pt1 0.748 0.627 -0.031
C1 1.334 4.815 -1.769
C2 0.972 3.377 -2.148
C3 0.414 3.336 -3.575
O1 -0.002 2.918 -1.218
C4 2.311 2.521 -2.127
O2 3.203 2.923 -2.864
O3 2.359 1.507 -1.391
H1 0.470 5.464 -1.914
H2 2.158 5.144 -2.398
H3 1.639 4.857 -0.725
H4 -0.405 4.048 -3.687
H5 0.044 2.340 -3.823
H6 1.207 3.585 -4.275
H7 -0.511 2.211 -1.638
C5 -4.115 -2.012 0.902
C6 -3.861 -2.390 -0.408
C7 -2.735 -1.941 -1.067
C8 -1.811 -1.089 -0.435
C9 -2.119 -0.678 0.873
C10 -3.231 -1.148 1.531
N1 -0.710 -0.588 -1.075
C11 -0.091 -1.302 -2.074
C12 -0.081 -2.708 -2.139
C13 0.552 -3.361 -3.172
C14 1.207 -2.654 -4.168
C15 1.225 -1.268 -4.112
C16 0.584 -0.605 -3.092
H8 -4.981 -2.394 1.426
H9 -4.551 -3.050 -0.921
H10 -2.548 -2.244 -2.088
H11 -1.436 0.007 1.354
H12 -3.406 -0.845 2.556
H13 -0.560 -3.273 -1.353
H14 0.542 -4.442 -3.198
H15 1.706 -3.178 -4.970
H16 1.740 -0.696 -4.871
H17 0.616 0.473 -3.049
C17 -0.196 2.105 3.023
Si1 1.117 0.887 2.257
C18 2.750 1.493 3.106
C19 0.649 -0.820 3.049
C20 0.594 -1.937 2.220
C21 0.081 -3.142 2.660
C22 -0.371 -3.265 3.964
C23 -0.300 -2.175 4.814
C24 0.206 -0.969 4.357
H18 -0.136 2.140 4.106
H19 -1.209 1.819 2.758
H20 -0.032 3.108 2.645
H21 2.637 1.533 4.186
H22 2.991 2.493 2.759
H23 3.595 0.853 2.877
H24 0.947 -1.838 1.195
H25 0.018 -3.984 1.983
H26 -0.789 -4.201 4.310
H27 -0.661 -2.266 5.834
H28 0.230 -0.120 5.026

2.
Below is a 2-piece molecular cluster, C4H11N3O2 overall at a distorted geometry, with properties calculated with ωB97M-V with the def2-TZVPD basis set.

SMILES: CNC(C)=O.N/N=C\O
E in eV: -12887.434
Energy relative to the best compared isomer or geometry (same formula, charge and spin) in kJ/mol: 520.6
LUMO in eV: 0.42

Element x y z (Å)
C1 1.710 1.465 -0.604
C2 0.539 -1.785 1.120
N1 1.054 0.543 0.285
C3 1.503 -0.722 0.622
O1 2.569 -1.109 0.101
H1 0.625 0.326 1.397
H2 1.602 1.149 -1.642
H3 2.765 1.477 -0.328
H4 1.271 2.454 -0.490
H5 0.562 -1.887 2.205
H6 -0.520 -1.602 0.923
H7 0.738 -2.818 0.836
N2 -1.023 -0.435 -1.589
C4 -1.940 1.067 -0.091
O2 -3.125 0.391 -0.015
N3 -0.971 0.673 -0.795
H8 -3.693 0.772 0.663
H9 -1.765 -1.093 -1.368
H10 -0.097 -0.817 -1.747
H11 -1.804 1.951 0.515

3.
Below is one molecule with the formula C3H2O2 at a distorted geometry, with properties calculated with ωB97M-V with the def2-TZVPD basis set.

SMILES: C#CC(=O)O
E in eV: -7236.347
Energy relative to the best compared isomer or geometry (same formula, charge and spin) in kJ/mol: 53.6
LUMO in eV: 0.37

Element x y z (Å)
C1 -0.708 0.225 0.019
C2 0.713 0.122 -0.068
C3 1.930 0.089 -0.039
H1 -2.284 -0.671 -0.051
H2 2.981 -0.081 0.174
O1 -1.337 -0.953 -0.016
O2 -1.296 1.268 -0.018